A 8-piece molecular cluster, C25H67F2N5O11S2 overall in a non-equilibrium geometry. Source: the OMol25 dataset; level of theory: ωB97M-V/def2-TZVPD.

Geometry as XYZ:
```
112
Properties=species:S:1:pos:R:3:lowdin_charge:R:1
O 0.992 0.936 2.880 0.331
H 0.710 0.611 2.022 0.010
H 0.514 1.734 3.116 0.182
H 0.930 0.250 3.549 0.184
N 0.372 0.374 0.564 -0.290
S -0.152 1.456 -0.354 0.455
O -1.479 1.978 -0.141 -0.247
O 0.352 1.534 -1.725 -0.252
F 0.710 2.671 0.365 -0.199
S -0.688 -0.744 -0.248 0.663
O -0.423 -1.093 -1.670 -0.236
O -2.057 -0.759 0.297 -0.253
F -0.048 -1.960 0.529 -0.187
C 0.199 3.980 -3.691 -0.076
C 0.592 5.098 -4.673 -0.328
O 1.644 4.693 -5.492 -0.067
H 1.101 3.705 -3.144 0.053
H -0.078 3.029 -4.146 0.046
H -0.584 4.360 -3.035 0.086
H 0.966 5.969 -4.134 0.111
H -0.319 5.413 -5.180 0.103
H 1.430 3.856 -5.911 0.086
C 3.526 -0.795 -1.024 -0.063
C 3.439 -0.787 0.477 -0.346
O 3.017 0.478 0.789 -0.094
H 2.542 -0.698 -1.484 0.067
H 3.954 -1.761 -1.293 0.074
H 4.181 -0.019 -1.420 0.085
H 4.397 -0.989 0.957 0.116
H 2.822 -1.571 0.915 0.099
H 2.058 0.489 0.757 -0.020
C 2.183 -6.470 2.418 -0.028
C 1.505 -5.828 1.143 -0.451
C 1.092 -6.978 0.222 -0.127
C -0.180 -7.659 0.801 -0.205
C -1.358 -6.717 1.003 -0.129
C -0.957 -5.550 1.998 -0.464
N 0.277 -4.940 1.498 -0.104
O 0.635 -3.893 2.300 -0.028
C -2.074 -4.472 1.811 -0.046
C -1.080 -6.170 3.416 -0.031
C 2.559 -4.998 0.470 -0.061
H 1.572 -7.267 2.842 0.056
H 2.283 -5.776 3.253 0.076
H 3.215 -6.813 2.344 0.081
H 0.757 -6.616 -0.750 0.120
H 1.869 -7.736 0.122 0.124
H 0.046 -8.260 1.682 0.094
H -0.423 -8.434 0.074 0.106
H -2.219 -7.305 1.322 0.119
H -1.583 -6.388 -0.012 0.116
H -2.066 -4.122 0.779 0.080
H -3.097 -4.807 1.984 0.080
H -2.088 -3.668 2.546 0.075
H -2.104 -6.451 3.664 0.080
H -0.462 -7.059 3.537 0.063
H -0.909 -5.494 4.254 0.077
H 2.243 -4.324 -0.326 0.085
H 3.400 -5.608 0.143 0.091
H 3.036 -4.310 1.168 0.071
H 0.346 -3.208 1.693 0.046
C -2.195 -0.727 -5.350 -0.061
C -1.755 0.474 -4.525 -0.433
C -2.559 0.735 -3.217 -0.161
O -3.963 0.992 -3.489 -0.186
C -4.726 1.062 -2.260 -0.102
N -0.326 0.376 -4.378 0.047
H -1.654 -0.931 -6.274 0.074
H -3.263 -0.676 -5.563 0.074
H -1.994 -1.675 -4.851 0.073
H -1.841 1.374 -5.134 0.132
H -2.203 1.668 -2.780 0.108
H -2.547 -0.091 -2.506 0.101
H -4.301 1.669 -1.461 0.061
H -4.836 0.099 -1.761 0.079
H -5.737 1.371 -2.524 0.088
H -0.234 -0.398 -3.736 0.040
H 0.013 1.180 -3.869 0.016
C 3.309 3.894 -1.115 -0.070
C 4.303 4.678 -0.313 -0.460
C 4.534 6.093 -0.854 -0.215
O 5.822 6.513 -0.527 -0.165
C 6.066 7.793 -0.974 -0.140
N 3.861 4.660 1.062 0.037
H 3.309 2.868 -0.749 0.063
H 3.532 3.864 -2.182 0.084
H 2.293 4.268 -0.995 0.075
H 5.272 4.180 -0.277 0.136
H 3.761 6.652 -0.326 0.129
H 4.302 6.158 -1.917 0.125
H 5.954 7.807 -2.058 0.085
H 7.116 8.064 -0.863 0.090
H 5.405 8.547 -0.547 0.091
H 4.520 5.209 1.594 0.072
H 4.065 3.697 1.287 0.067
C -4.882 0.815 1.586 -0.038
C -4.761 2.098 2.497 -0.397
C -4.375 1.825 3.956 -0.201
O -4.192 2.987 4.756 -0.192
C -4.101 2.870 6.125 -0.133
N -3.815 2.995 1.835 0.043
H -5.098 1.205 0.592 0.050
H -5.649 0.095 1.873 0.076
H -3.902 0.351 1.474 0.051
H -5.706 2.641 2.493 0.135
H -3.457 1.241 4.022 0.110
H -5.053 1.084 4.377 0.120
H -4.172 3.910 6.442 0.093
H -3.145 2.400 6.358 0.084
H -4.972 2.382 6.562 0.087
H -2.945 2.488 1.759 0.038
H -4.119 3.049 0.874 0.057
```

Its multiplicity is 1. The total energy is -84080.182 eV.

***

A 7-piece molecular cluster, C25H69N6O7 overall in a non-equilibrium geometry. Source: the OMol25 dataset; level of theory: ωB97M-V/def2-TZVPD.

Geometry as XYZ:
```
107
Properties=species:S:1:pos:R:3:lowdin_charge:R:1
C -1.446 0.327 -1.061 -0.509
O -0.733 -0.387 -0.117 -0.488
H -2.296 0.794 -0.563 0.008
H -0.817 1.159 -1.378 0.011
H -1.821 -0.257 -1.901 0.007
C -3.175 -6.987 -0.168 -0.071
C -2.741 -5.711 -0.831 -0.456
C -3.719 -5.183 -1.912 -0.205
O -5.047 -4.931 -1.510 -0.187
C -6.010 -5.108 -2.525 -0.124
N -2.590 -4.733 0.211 0.046
H -2.835 -7.166 0.851 0.078
H -2.968 -7.860 -0.787 0.073
H -4.250 -6.911 -0.005 0.073
H -1.759 -5.751 -1.303 0.136
H -3.664 -5.934 -2.701 0.111
H -3.422 -4.226 -2.340 0.130
H -5.905 -6.040 -3.081 0.086
H -6.029 -4.302 -3.259 0.076
H -7.000 -4.865 -2.140 0.084
H -2.460 -3.812 -0.182 0.082
H -3.553 -4.767 0.515 0.062
C 5.983 -2.398 -0.791 -0.077
C 4.661 -2.817 -0.011 -0.371
C 4.497 -4.377 0.032 -0.243
O 3.238 -4.657 0.528 -0.147
C 3.022 -6.080 0.680 -0.103
N 4.766 -2.410 1.392 0.026
H 5.866 -2.521 -1.868 0.057
H 6.913 -2.924 -0.577 0.063
H 6.221 -1.336 -0.727 0.061
H 3.825 -2.240 -0.406 0.143
H 5.243 -4.801 0.704 0.121
H 4.647 -4.647 -1.013 0.118
H 3.611 -6.648 1.400 0.075
H 3.049 -6.717 -0.204 0.076
H 2.013 -6.220 1.069 0.085
H 5.011 -1.438 1.516 0.062
H 5.638 -2.861 1.626 0.052
C 3.883 1.911 7.877 -0.073
C 3.469 1.272 6.523 -0.458
C 3.767 2.163 5.332 -0.219
O 3.107 1.745 4.164 -0.171
C 3.492 2.383 2.953 -0.105
N 4.045 0.023 6.303 0.037
H 3.883 1.239 8.734 0.062
H 3.360 2.800 8.229 0.065
H 4.913 2.262 7.940 0.063
H 2.409 1.046 6.638 0.141
H 4.841 2.289 5.190 0.123
H 3.312 3.144 5.472 0.125
H 3.244 1.657 2.178 0.090
H 4.565 2.505 2.800 0.077
H 2.946 3.283 2.671 0.083
H 4.943 0.016 5.842 0.081
H 4.038 -0.532 7.147 0.076
C -3.786 1.997 4.457 -0.086
C -3.269 0.586 4.901 -0.388
C -3.960 -0.664 4.381 -0.206
O -3.170 -1.767 4.841 -0.188
C -3.968 -2.939 5.082 -0.103
N -1.916 0.632 4.299 0.025
H -4.839 2.118 4.713 0.053
H -3.661 2.088 3.378 0.079
H -3.334 2.813 5.021 0.067
H -3.206 0.631 5.988 0.127
H -4.039 -0.780 3.300 0.133
H -5.005 -0.697 4.689 0.112
H -3.377 -3.834 5.276 0.084
H -4.537 -3.135 4.173 0.077
H -4.703 -2.755 5.867 0.075
H -2.012 0.458 3.309 0.075
H -1.539 1.567 4.364 0.057
C 1.921 6.378 -2.048 -0.057
C 2.484 6.562 -3.483 -0.426
C 3.152 5.189 -3.814 -0.256
O 3.963 4.679 -2.827 -0.186
C 5.123 4.028 -3.342 -0.092
N 1.502 7.095 -4.437 0.039
H 1.177 7.154 -1.868 0.072
H 2.739 6.403 -1.328 0.074
H 1.419 5.413 -1.988 0.079
H 3.255 7.331 -3.457 0.125
H 3.662 5.305 -4.770 0.113
H 2.362 4.444 -3.915 0.127
H 5.704 3.748 -2.463 0.087
H 5.776 4.728 -3.865 0.081
H 4.843 3.181 -3.969 0.091
H 1.908 7.218 -5.354 0.061
H 0.847 6.328 -4.494 0.066
C -1.438 1.979 -6.427 -0.053
C -2.704 2.799 -6.130 -0.446
C -3.835 1.876 -5.687 -0.219
O -4.939 2.563 -5.103 -0.204
C -5.935 1.669 -4.687 -0.117
N -2.467 3.678 -5.032 0.035
H -0.554 2.585 -6.627 0.071
H -1.583 1.339 -7.297 0.073
H -1.210 1.426 -5.516 0.082
H -3.112 3.390 -6.951 0.135
H -3.580 1.007 -5.080 0.126
H -4.268 1.422 -6.579 0.118
H -6.290 2.112 -3.756 0.094
H -5.662 0.627 -4.519 0.085
H -6.690 1.580 -5.468 0.082
H -3.403 3.770 -4.662 0.055
H -2.028 3.214 -4.250 0.079
```

The calculation puts the energy above the lowest of the compared OMol25 structures with the same formula, charge and spin at 361.8 kJ/mol. Its multiplicity is 1. Its total charge is -1.